1.
{"formula": "C18H36O18", "method": "ωB97M-V/def2-TZVPD", "e_tot_ev": -56103.426, "homo_lumo_gap_ev": 11.23, "multiplicity": 1, "lumo_ev": 0.57, "charge": 0, "smiles": "COC(=O)OC.COC(=O)OC.COC(=O)OC.COC(=O)OC.COC(=O)OC.COC(=O)OC", "largest_force_ev_per_a": 3.282, "species": ["C", "O", "C", "O", "O", "C", "H", "H", "H", "H", "H", "H", "C", "O", "C", "O", "O", "C", "H", "H", "H", "H", "H", "H", "C", "O", "C", "O", "O", "C", "H", "H", "H", "H", "H", "H", "C", "O", "C", "O", "O", "C", "H", "H", "H", "H", "H", "H", "C", "O", "C", "O", "O", "C", "H", "H", "H", "H", "H", "H", "C", "O", "C", "O", "O", "C", "H", "H", "H", "H", "H", "H"], "xyz": [[1.59, -8.14, 1.55], [1.73, -6.71, 1.35], [0.92, -6.13, 0.43], [0.03, -6.71, -0.13], [1.20, -4.85, 0.39], [0.49, -4.13, -0.61], [1.24, -8.27, 2.58], [2.52, -8.65, 1.37], [0.72, -8.46, 0.98], [0.21, -4.74, -1.48], [1.07, -3.27, -0.85], [-0.45, -3.81, -0.16], [2.24, 0.75, 0.36], [1.23, -0.12, 0.85], [0.30, -0.58, -0.01], [-0.73, -1.12, 0.40], [0.63, -0.36, -1.29], [-0.27, -0.58, -2.30], [1.84, 1.70, 0.02], [2.66, 0.28, -0.50], [2.87, 0.96, 1.25], [-1.30, -0.80, -1.94], [0.04, -1.37, -2.98], [-0.32, 0.32, -2.97], [-4.86, -0.56, -2.52], [-3.93, 0.51, -2.54], [-4.39, 1.68, -2.93], [-5.54, 1.91, -3.16], [-3.42, 2.62, -3.02], [-3.89, 3.85, -3.51], [-4.34, -1.47, -2.35], [-5.30, -0.67, -3.54], [-5.73, -0.44, -1.81], [-2.95, 4.34, -3.71], [-4.56, 4.40, -2.80], [-4.42, 3.74, -4.47], [3.51, 4.86, 0.14], [3.14, 3.96, -0.88], [2.36, 4.48, -1.81], [1.90, 5.58, -1.82], [2.21, 3.61, -2.78], [2.83, 2.28, -2.71], [2.63, 5.21, 0.71], [4.05, 5.73, -0.29], [4.12, 4.25, 0.79], [2.91, 1.80, -3.69], [2.14, 1.72, -2.13], [3.76, 2.43, -2.25], [-0.69, 2.06, 2.65], [-0.07, 2.89, 1.68], [-0.83, 3.11, 0.60], [-1.94, 2.67, 0.48], [-0.25, 3.93, -0.23], [-1.06, 4.22, -1.37], [-1.60, 2.45, 3.05], [0.08, 2.00, 3.40], [-0.81, 1.05, 2.31], [-2.01, 4.71, -1.05], [-1.40, 3.30, -1.88], [-0.49, 4.96, -1.97], [1.61, -4.09, 3.84], [0.79, -2.95, 4.17], [1.35, -1.75, 3.75], [2.40, -1.74, 3.22], [0.56, -0.71, 4.00], [-0.70, -0.99, 4.60], [0.93, -4.94, 3.84], [2.39, -4.12, 4.64], [2.16, -3.95, 2.90], [-1.25, -0.08, 4.44], [-0.63, -1.23, 5.64], [-1.18, -1.81, 4.07]]}

---

2.
{"formula": "C18H37Br2N3O2S2", "method": "ωB97M-V/def2-TZVPD", "e_tot_ev": -189541.055, "homo_lumo_gap_ev": 7.67, "multiplicity": 1, "lumo_ev": 0.12, "charge": 0, "largest_force_ev_per_a": 19.164, "species": ["C", "C", "C", "C", "N", "H", "H", "H", "H", "H", "H", "H", "C", "C", "C", "C", "N", "H", "H", "H", "H", "H", "H", "H", "C", "C", "C", "C", "N", "H", "H", "H", "H", "H", "H", "H", "C", "S", "O", "C", "H", "H", "H", "H", "H", "H", "C", "S", "O", "C", "H", "H", "H", "H", "H", "H", "Br", "C", "C", "Br", "H", "H", "H", "H"], "xyz": [[-4.65, -0.03, -1.01], [-3.86, -0.68, 0.26], [-2.79, -1.78, -0.02], [-2.05, -1.75, -1.31], [-1.54, -1.80, -2.32], [-5.08, -0.80, -1.66], [-3.83, 0.44, -1.55], [-5.47, 0.67, -0.90], [-4.49, -1.10, 1.04], [-3.48, 0.11, 0.90], [-3.40, -2.68, -0.13], [-2.09, -1.93, 0.81], [-0.56, -0.74, -3.33], [-0.21, -0.26, -4.80], [-0.92, -1.09, -5.90], [-2.34, -0.69, -6.34], [-3.37, -0.33, -6.60], [-0.22, -1.74, -3.04], [-1.64, -0.88, -3.28], [-0.10, -0.13, -2.55], [0.83, -0.52, -5.01], [-0.47, 0.79, -4.89], [-1.19, -2.11, -5.64], [-0.34, -1.21, -6.81], [2.86, -0.64, 2.27], [3.19, 0.85, 2.21], [4.54, 1.18, 1.50], [4.54, 0.73, 0.09], [4.48, 0.34, -1.03], [1.78, -0.69, 2.42], [3.27, -1.25, 3.08], [3.14, -1.24, 1.41], [3.37, 1.33, 3.17], [2.43, 1.43, 1.68], [5.40, 0.65, 1.92], [4.60, 2.27, 1.50], [1.01, -0.15, 0.85], [-0.38, -1.35, 0.45], [-1.54, -0.37, 0.43], [0.09, -1.61, -1.25], [1.14, 0.64, 0.12], [1.97, -0.66, 0.93], [0.86, 0.28, 1.84], [0.21, -0.69, -1.83], [-0.83, -2.00, -1.67], [0.98, -2.23, -1.33], [1.08, 0.24, 3.19], [1.92, -0.24, 4.77], [3.28, -0.77, 4.38], [2.11, 1.26, 5.69], [0.22, 0.87, 3.42], [0.83, -0.56, 2.50], [1.81, 0.78, 2.59], [1.22, 1.89, 5.64], [2.90, 1.84, 5.21], [2.35, 1.11, 6.74], [-2.39, 0.52, -1.27], [-1.18, 1.47, -0.10], [-1.78, 2.79, 0.36], [-0.48, 3.77, 1.58], [-0.22, 1.68, -0.57], [-0.91, 0.81, 0.73], [-2.66, 2.50, 0.92], [-1.97, 3.45, -0.49]]}

---

3.
{"formula": "C18H37INO8PS", "method": "ωB97M-V/def2-TZVPD", "e_tot_ev": -65361.322, "homo_lumo_gap_ev": 9.43, "multiplicity": 1, "lumo_ev": -0.11, "charge": 0, "smiles": "COCCCCCCCCCCC[C@@]1(N)OC(=O)O[C@H]1P(O)I.CCOS(C)(=O)=O", "largest_force_ev_per_a": 1.070, "species": ["C", "O", "C", "C", "C", "C", "C", "C", "C", "C", "C", "C", "C", "C", "N", "O", "C", "O", "O", "C", "P", "O", "I", "H", "H", "H", "H", "H", "H", "H", "H", "H", "H", "H", "H", "H", "H", "H", "H", "H", "H", "H", "H", "H", "H", "H", "H", "H", "H", "H", "H", "H", "C", "C", "O", "S", "C", "O", "O", "H", "H", "H", "H", "H", "H", "H", "H"], "xyz": [[0.45, 4.64, 1.85], [1.56, 4.48, 0.99], [1.42, 5.09, -0.28], [0.40, 4.44, -1.22], [0.99, 3.59, -2.36], [2.16, 2.65, -2.00], [1.97, 1.83, -0.71], [2.32, 0.35, -0.91], [2.46, -0.46, 0.39], [1.23, -1.27, 0.82], [-0.09, -0.50, 0.91], [-0.89, -0.45, -0.40], [-2.39, -0.16, -0.24], [-2.74, 1.32, -0.27], [-2.25, 2.08, 0.87], [-2.22, 1.91, -1.47], [-3.23, 2.13, -2.34], [-3.13, 2.76, -3.35], [-4.36, 1.49, -1.90], [-4.24, 1.60, -0.47], [-5.56, 0.62, 0.41], [-6.81, 1.52, -0.11], [-5.25, 1.46, 2.69], [0.69, 5.33, 2.66], [-0.44, 5.02, 1.33], [0.18, 3.68, 2.29], [2.42, 5.04, -0.73], [1.20, 6.15, -0.15], [-0.17, 5.25, -1.69], [-0.33, 3.86, -0.66], [1.28, 4.26, -3.17], [0.19, 2.97, -2.76], [3.09, 3.21, -1.98], [2.26, 1.94, -2.82], [0.95, 1.94, -0.32], [2.62, 2.21, 0.07], [1.59, -0.14, -1.56], [3.27, 0.30, -1.44], [2.72, 0.22, 1.21], [3.30, -1.15, 0.29], [1.10, -2.14, 0.17], [1.45, -1.66, 1.83], [-0.72, -1.01, 1.64], [0.09, 0.50, 1.32], [-0.48, 0.28, -1.11], [-0.79, -1.43, -0.88], [-2.95, -0.69, -1.03], [-2.74, -0.58, 0.71], [-2.28, 1.48, 1.69], [-1.26, 2.26, 0.73], [-4.35, 2.66, -0.21], [-6.60, 2.46, -0.19], [-0.37, -5.18, 1.49], [0.49, -6.30, 2.03], [1.33, -6.89, 1.01], [2.63, -6.08, 0.57], [3.39, -7.38, -0.34], [3.40, -5.78, 1.73], [2.25, -5.04, -0.33], [0.23, -4.32, 1.20], [-1.09, -4.86, 2.24], [-0.92, -5.51, 0.61], [1.11, -5.97, 2.86], [-0.13, -7.13, 2.38], [3.63, -8.19, 0.34], [4.29, -6.97, -0.79], [2.70, -7.72, -1.11]]}

---

4.
{"formula": "C18H37N2O10P", "method": "ωB97M-V/def2-TZVPD", "e_tot_ev": -52007.947, "homo_lumo_gap_ev": 9.46, "multiplicity": 1, "lumo_ev": 0.56, "charge": 0, "smiles": "CCOCCOC[C@]1([PH2]=N)OC(=O)C[C@H]1CN.CCOC(=O)OC.CCOC(=O)OC", "largest_force_ev_per_a": 2.843, "species": ["C", "C", "O", "C", "C", "O", "C", "C", "P", "N", "O", "C", "O", "C", "C", "C", "N", "H", "H", "H", "H", "H", "H", "H", "H", "H", "H", "H", "H", "H", "H", "H", "H", "H", "H", "H", "H", "H", "C", "C", "O", "C", "O", "O", "C", "H", "H", "H", "H", "H", "H", "H", "H", "C", "C", "O", "C", "O", "O", "C", "H", "H", "H", "H", "H", "H", "H", "H"], "xyz": [[-6.65, 5.10, 1.49], [-5.71, 5.66, 0.46], [-5.33, 4.65, -0.44], [-4.39, 5.12, -1.36], [-3.93, 3.98, -2.26], [-3.92, 2.78, -1.53], [-3.83, 1.66, -2.37], [-3.79, 0.39, -1.51], [-5.43, -0.50, -1.64], [-5.36, -1.98, -2.19], [-3.60, 0.66, -0.10], [-3.23, -0.55, 0.48], [-3.43, -0.78, 1.67], [-2.65, -1.45, -0.59], [-2.58, -0.48, -1.78], [-2.31, -0.99, -3.19], [-1.03, -0.52, -3.78], [-7.56, 4.73, 1.06], [-6.90, 5.90, 2.19], [-6.19, 4.28, 2.03], [-4.83, 6.06, 0.97], [-6.17, 6.49, -0.07], [-4.83, 5.91, -1.96], [-3.52, 5.53, -0.85], [-4.61, 3.89, -3.12], [-2.92, 4.17, -2.61], [-2.94, 1.74, -2.99], [-4.69, 1.65, -3.03], [-6.28, 0.31, -2.41], [-5.91, -0.41, -0.32], [-5.93, -2.08, -3.01], [-3.22, -2.35, -0.78], [-1.64, -1.79, -0.39], [-1.76, 0.18, -1.49], [-3.10, -0.70, -3.87], [-2.26, -2.07, -3.19], [-0.29, -0.80, -3.15], [-1.04, 0.49, -3.74], [1.30, -1.59, 2.14], [2.68, -1.87, 1.58], [2.96, -3.28, 1.57], [2.42, -3.95, 0.56], [1.75, -3.49, -0.33], [2.75, -5.23, 0.70], [2.20, -6.10, -0.30], [1.19, -2.04, 3.12], [1.14, -0.51, 2.22], [0.53, -2.00, 1.49], [3.45, -1.42, 2.21], [2.80, -1.46, 0.58], [2.44, -5.73, -1.30], [1.12, -6.18, -0.18], [2.66, -7.07, -0.15], [6.61, -2.60, 2.42], [7.22, -1.88, 1.24], [7.49, -0.50, 1.55], [8.61, -0.28, 2.24], [9.41, -1.11, 2.59], [8.71, 1.03, 2.46], [9.85, 1.41, 3.22], [5.73, -2.07, 2.78], [6.32, -3.61, 2.13], [7.31, -2.67, 3.25], [6.53, -1.85, 0.41], [8.13, -2.37, 0.90], [10.77, 1.02, 2.78], [9.76, 1.06, 4.25], [9.88, 2.50, 3.21]]}

---

| no. | HOMO energy (eV) |
| --- | --- |
| 1 | -10.66 |
| 2 | -7.55 |
| 3 | -9.54 |
| 4 | -8.90 |